DFT (the ωB97M-V functional and the def2-TZVPD basis) results for 9 unconnected molecules or ions with the total composition C25H60F8N9O19S8 at a distorted geometry.

Its frontier orbital gap is 5.993 eV. The highest occupied orbital energy comes out at -9.840 eV. As for the charge: +1.

Each line ends with the Löwdin charge.
Element x y z (Å)
C -6.52 7.69 -11.98  0.042
C -6.50 8.28 -10.60  -0.399
O -5.53 8.52 -10.01  0.231
N -7.88 8.56 -10.00  0.083
H -8.42 8.73 -10.85  0.164
H -8.08 7.64 -9.60  0.199
C -7.92 9.75 -9.09  0.040
H -5.91 8.30 -12.65  0.104
H -7.51 7.81 -12.44  0.086
H -6.18 6.66 -12.07  0.098
H -7.84 10.63 -9.72  0.115
H -7.08 9.65 -8.41  0.108
H -8.89 9.79 -8.60  0.109
C 2.50 6.62 -13.08  0.022
C 3.68 7.16 -12.33  -0.421
O 4.27 8.11 -12.66  0.210
N 4.26 6.28 -11.25  0.070
H 4.92 6.87 -10.73  0.178
H 3.58 5.93 -10.53  0.082
C 5.03 5.08 -11.81  0.047
H 1.85 7.48 -13.24  0.068
H 1.91 5.89 -12.53  0.074
H 2.86 6.23 -14.03  0.112
H 5.80 4.85 -11.08  0.103
H 5.46 5.38 -12.76  0.106
H 4.24 4.33 -11.87  0.100
C -0.53 3.41 -16.97  0.039
C 0.14 4.75 -17.06  -0.409
O 1.29 4.92 -16.90  0.181
N -0.74 5.96 -17.16  0.067
H -1.61 5.88 -17.73  0.071
H -1.13 6.09 -16.19  0.089
C 0.04 7.13 -17.69  0.027
H 0.21 2.63 -17.09  0.098
H -1.02 3.32 -17.95  0.100
H -1.27 3.32 -16.18  0.079
H -0.63 7.98 -17.82  0.084
H 0.43 6.82 -18.65  0.117
H 0.90 7.34 -17.07  0.075
C -7.82 7.43 -16.34  -0.082
C -6.83 8.59 -16.23  -0.216
C -5.55 8.36 -16.99  -0.144
N -4.68 9.56 -17.21  -0.220
C -5.22 10.39 -18.32  0.035
C -3.23 9.15 -17.52  -0.087
C -2.26 10.16 -16.89  -0.144
C -3.13 11.03 -15.98  -0.125
C -4.44 10.28 -15.87  -0.093
H -8.51 7.46 -17.18  0.082
H -8.49 7.41 -15.47  0.063
H -7.35 6.44 -16.28  0.080
H -6.62 8.69 -15.16  0.088
H -7.35 9.47 -16.62  0.114
H -5.80 7.94 -17.97  0.127
H -4.91 7.58 -16.59  0.114
H -6.12 10.93 -18.05  0.107
H -5.49 9.73 -19.14  0.113
H -4.44 11.07 -18.65  0.117
H -3.15 9.30 -18.59  0.121
H -3.09 8.12 -17.22  0.109
H -1.85 10.75 -17.70  0.127
H -1.44 9.66 -16.38  0.067
H -3.29 11.96 -16.53  0.119
H -2.57 11.14 -15.05  0.130
H -5.22 11.03 -15.71  0.132
H -4.39 9.57 -15.05  0.115
C -6.13 2.93 -11.73  -0.086
C -5.04 2.10 -12.41  -0.218
C -4.07 1.58 -11.38  -0.093
N -2.90 0.75 -11.94  -0.273
C -3.35 -0.60 -12.34  0.014
C -1.78 0.64 -10.91  -0.084
C -0.99 1.92 -10.95  -0.124
C -1.24 2.48 -12.36  -0.117
C -2.21 1.52 -13.02  -0.115
H -6.67 2.41 -10.94  0.079
H -6.89 3.19 -12.47  0.081
H -5.74 3.88 -11.35  0.069
H -4.72 2.83 -13.16  0.094
H -5.40 1.26 -13.00  0.122
H -4.49 0.89 -10.65  0.138
H -3.54 2.37 -10.86  0.143
H -2.57 -1.35 -12.33  0.109
H -3.68 -0.55 -13.38  0.112
H -4.14 -0.96 -11.67  0.112
H -1.18 -0.20 -11.26  0.132
H -2.26 0.37 -9.97  0.146
H 0.05 1.67 -10.77  0.125
H -1.20 2.63 -10.15  0.108
H -0.34 2.59 -12.96  0.125
H -1.63 3.50 -12.28  0.098
H -1.64 0.79 -13.62  0.141
H -2.92 1.86 -13.78  0.117
N -1.76 6.29 -14.60  -0.265
S -1.50 7.53 -13.68  0.454
O -0.67 7.40 -12.53  -0.232
O -2.56 8.50 -13.59  -0.271
F -0.54 8.25 -14.72  -0.178
S -3.19 5.83 -13.84  0.518
O -4.41 6.38 -14.36  -0.283
O -3.18 5.58 -12.44  -0.263
F -3.29 4.33 -14.40  -0.207
N -2.97 5.76 -18.74  -0.289
S -3.45 6.24 -20.17  0.455
O -4.60 7.08 -20.22  -0.275
O -3.14 5.41 -21.28  -0.227
F -2.27 7.36 -20.31  -0.218
S -4.16 4.57 -18.65  0.517
O -3.86 3.29 -19.17  -0.237
O -5.52 5.01 -18.66  -0.253
F -3.93 4.38 -17.06  -0.231
N 3.09 11.17 -15.35  -0.257
S 3.42 11.90 -16.71  0.435
O 2.49 12.93 -17.11  -0.299
O 3.96 11.18 -17.83  -0.284
F 4.67 12.73 -16.19  -0.193
S 2.08 10.02 -15.96  0.512
O 2.68 8.93 -16.67  -0.291
O 0.74 10.39 -16.31  -0.287
F 1.89 9.28 -14.54  -0.231
N 2.42 5.17 -9.49  -0.306
S 2.41 4.18 -8.27  0.437
O 1.52 3.06 -8.37  -0.286
O 2.59 4.71 -6.96  -0.244
F 3.83 3.51 -8.62  -0.203
S 0.89 5.84 -9.19  0.537
O 0.73 6.83 -8.19  -0.225
O -0.24 5.01 -9.45  -0.269
F 0.98 6.66 -10.55  -0.210


DFT (the ωB97M-V functional and the def2-TZVPD basis) results for a molecular structure, C25H60Li3N4O11 at a distorted geometry.

Its frontier orbital gap is 7.058 eV. The highest occupied orbital energy comes out at -10.101 eV. As for the charge: +1.

Each line ends with the Löwdin charge.
Element x y z (Å)
Li -1.59 0.81 -3.06  0.626
Li 2.50 -0.20 -2.32  0.818
Li -0.39 0.45 0.45  0.615
C 0.09 -0.51 -1.85  -1.010
O -1.09 -0.29 -1.44  -0.140
O 0.47 -0.15 -3.02  -0.173
O 0.96 -0.68 -0.95  -0.177
C 1.80 -6.14 7.72  -0.117
O 2.69 -6.65 6.76  -0.173
C 2.74 -5.90 5.59  -0.255
C 3.99 -6.29 4.76  -0.210
N 4.01 -5.75 3.42  -0.065
C 3.03 -6.40 2.53  -0.189
C 3.05 -5.63 1.22  -0.247
O 2.29 -4.45 1.33  -0.185
C 1.89 -3.89 0.11  -0.109
H 0.81 -5.93 7.31  0.086
H 2.18 -5.23 8.19  0.087
H 1.65 -6.91 8.48  0.088
H 2.88 -4.82 5.78  0.119
H 1.80 -5.90 5.02  0.110
H 4.22 -7.36 4.86  0.122
H 4.82 -5.86 5.34  0.117
H 3.99 -4.74 3.42  0.103
H 2.05 -6.45 2.99  0.108
H 3.37 -7.42 2.37  0.124
H 2.69 -6.29 0.41  0.119
H 4.09 -5.48 0.91  0.126
H 2.71 -3.45 -0.46  0.088
H 1.08 -3.20 0.32  0.066
H 1.47 -4.68 -0.54  0.092
C 3.89 1.57 3.06  -0.112
O 2.76 0.78 3.27  -0.217
C 2.67 -0.37 2.42  -0.176
C 1.26 -0.98 2.55  -0.161
N 0.22 0.07 2.46  -0.089
C -1.07 -0.36 2.96  -0.195
C -2.17 0.59 2.53  -0.223
O -2.28 0.69 1.12  -0.236
C -3.15 1.76 0.78  -0.068
H 3.65 2.62 3.24  0.085
H 4.22 1.58 2.01  0.087
H 4.74 1.22 3.65  0.096
H 3.42 -1.07 2.78  0.134
H 2.83 -0.03 1.39  0.110
H 1.11 -1.58 3.45  0.130
H 1.22 -1.64 1.68  0.089
H 0.64 0.84 2.97  0.103
H -1.13 -0.47 4.06  0.134
H -1.29 -1.38 2.64  0.137
H -2.03 1.55 3.06  0.127
H -3.12 0.20 2.92  0.135
H -3.99 1.91 1.45  0.102
H -3.43 1.57 -0.25  0.080
H -2.59 2.70 0.82  0.073
C -4.69 -0.33 -2.74  -0.075
O -3.57 -0.11 -3.58  -0.258
C -3.66 -0.73 -4.87  -0.189
C -2.76 -0.02 -5.87  -0.171
N -1.52 0.48 -5.26  -0.103
C -0.84 1.39 -6.20  -0.180
C -1.54 2.75 -6.30  -0.228
O -0.67 3.74 -6.77  -0.158
C -1.28 4.99 -6.73  -0.126
H -4.90 -1.40 -2.75  0.099
H -5.55 0.29 -3.01  0.095
H -4.38 -0.08 -1.72  0.080
H -4.68 -0.77 -5.26  0.130
H -3.26 -1.73 -4.70  0.131
H -3.26 0.85 -6.28  0.112
H -2.61 -0.78 -6.65  0.129
H -0.80 -0.22 -5.06  0.100
H -0.56 0.87 -7.12  0.129
H 0.12 1.61 -5.72  0.122
H -1.94 3.00 -5.31  0.111
H -2.39 2.66 -6.99  0.122
H -2.30 5.06 -7.12  0.093
H -0.75 5.74 -7.32  0.092
H -1.32 5.40 -5.71  0.081
C -0.92 5.52 2.10  -0.106
O 0.28 5.03 1.53  -0.195
C 0.66 3.75 2.02  -0.182
C 1.23 2.93 0.86  -0.178
N 0.25 2.47 -0.15  -0.053
C -0.32 3.63 -0.84  -0.167
C -0.69 3.21 -2.28  -0.178
O -1.97 2.57 -2.43  -0.268
C -2.95 3.60 -2.57  -0.075
H -1.79 4.98 1.68  0.075
H -0.97 6.57 1.84  0.096
H -1.01 5.44 3.19  0.094
H -0.21 3.25 2.46  0.112
H 1.40 3.84 2.82  0.125
H 1.65 2.03 1.31  0.082
H 2.09 3.41 0.40  0.133
H 0.76 1.93 -0.84  0.085
H 0.38 4.47 -0.92  0.131
H -1.20 4.09 -0.38  0.097
H 0.08 2.56 -2.70  0.121
H -0.64 4.05 -2.97  0.126
H -2.92 4.26 -1.69  0.093
H -3.92 3.13 -2.66  0.101
H -2.78 4.25 -3.43  0.087